Entry one
C5H14 | the ωB97M-V functional and the def2-TZVPD basis

As for the spin multiplicity: 1. The calculation puts the HOMO-LUMO gap at 11.96 eV. As for the SMILES: CCC.CC.

CARTESIAN COORDINATES (ANGSTROEM)
1 C 0.719 -0.450 1.308
2 C -0.477 -1.253 2.023
3 C -1.781 -0.459 1.854
4 H 1.463 -0.091 2.024
5 H 1.208 -1.207 0.585
6 H 0.226 0.483 0.833
7 H 0.012 -1.444 3.085
8 H -0.497 -2.182 1.489
9 H -2.292 -0.776 0.946
10 H -1.825 0.657 1.692
11 H -2.480 -0.705 2.725
12 C 0.790 0.306 -2.777
13 C 0.669 1.706 -2.229
14 H 1.132 -0.226 -1.863
15 H -0.246 -0.053 -2.979
16 H 1.621 0.091 -3.444
17 H 1.693 2.102 -2.144
18 H 0.180 1.687 -1.174
19 H 0.282 2.554 -2.854


Entry two
C5H14 | the ωB97M-V functional and the def2-TZVPD basis

As for the spin multiplicity: 1. The calculation puts the HOMO-LUMO gap at 12.54 eV. As for the SMILES: CCC.CC.

CARTESIAN COORDINATES (ANGSTROEM)
1 C 2.037 -0.270 0.692
2 C 1.037 -1.138 1.501
3 C 0.377 -2.192 0.596
4 H 1.697 -0.260 -0.345
5 H 3.022 -0.727 0.784
6 H 2.136 0.791 0.929
7 H 1.594 -1.637 2.287
8 H 0.279 -0.515 1.966
9 H -0.617 -2.485 0.827
10 H 0.288 -1.819 -0.428
11 H 1.027 -3.057 0.562
12 C -1.197 1.281 -0.656
13 C -1.957 2.046 -1.755
14 H -1.873 1.213 0.217
15 H -1.052 0.213 -0.762
16 H -0.404 1.941 -0.325
17 H -1.410 2.038 -2.693
18 H -2.111 3.060 -1.406
19 H -2.873 1.517 -1.992


Most stable to least stable, the ends of the list are entry two and entry one.


Entry one
C5H14 | the ωB97M-V functional and the def2-TZVPD basis

As for the spin multiplicity: 1. The calculation puts the HOMO-LUMO gap at 12.29 eV. As for the SMILES: CCC.CC.

CARTESIAN COORDINATES (ANGSTROEM)
1 C -0.124 0.088 -2.022
2 C 0.158 -1.006 -1.006
3 C 0.387 -2.312 -1.950
4 H -1.024 -0.292 -2.622
5 H 0.746 0.182 -2.680
6 H -0.460 1.039 -1.650
7 H 1.054 -0.828 -0.326
8 H -0.805 -1.095 -0.359
9 H -0.478 -2.898 -1.899
10 H 0.659 -2.045 -2.996
11 H 1.115 -3.040 -1.749
12 C 0.329 1.645 3.034
13 C -0.761 1.586 1.920
14 H 0.054 1.263 4.059
15 H 1.059 0.803 2.604
16 H 1.093 2.438 2.846
17 H -0.283 1.369 1.008
18 H -1.333 2.452 1.819
19 H -1.385 0.653 1.969


Entry two
C5H14 | the ωB97M-V functional and the def2-TZVPD basis

As for the spin multiplicity: 1. The calculation puts the HOMO-LUMO gap at 12.42 eV. As for the SMILES: CCC.CC.

CARTESIAN COORDINATES (ANGSTROEM)
1 C -0.976 -1.499 1.036
2 C -1.649 -0.116 0.994
3 C -2.795 -0.041 0.020
4 H -0.322 -1.602 0.171
5 H -1.654 -2.348 0.942
6 H -0.505 -1.776 1.973
7 H -1.979 0.106 2.003
8 H -0.837 0.579 0.799
9 H -2.630 -0.644 -0.869
10 H -3.676 -0.501 0.481
11 H -3.044 1.007 -0.166
12 C 2.709 0.705 -1.723
13 C 2.524 0.923 -0.214
14 H 2.720 1.651 -2.271
15 H 3.566 0.121 -2.032
16 H 1.847 0.236 -2.201
17 H 1.494 0.751 0.095
18 H 2.740 1.959 0.005
19 H 3.159 0.255 0.348


Entry three
C5H14 | the ωB97M-V functional and the def2-TZVPD basis

As for the spin multiplicity: 1. The calculation puts the HOMO-LUMO gap at 11.75 eV. As for the SMILES: CCC.CC.

CARTESIAN COORDINATES (ANGSTROEM)
1 C 1.940 -1.417 0.388
2 C 0.888 -0.626 1.232
3 C 0.147 -1.617 2.230
4 H 2.627 -0.719 -0.073
5 H 2.487 -2.124 1.000
6 H 1.340 -1.875 -0.441
7 H 0.165 -0.178 0.595
8 H 1.343 0.236 1.763
9 H -0.776 -1.793 1.694
10 H 0.349 -1.109 3.164
11 H 0.572 -2.617 2.320
12 C -1.170 2.053 -2.486
13 C -1.683 1.504 -1.197
14 H -0.724 3.044 -2.483
15 H -0.435 1.449 -2.986
16 H -1.972 2.267 -3.210
17 H -2.333 2.171 -0.596
18 H -0.865 1.226 -0.482
19 H -2.440 0.741 -1.248


Most stable to least stable, the ends of the list are entry two and entry one.


Entry one
C5H14 | the ωB97M-V functional and the def2-TZVPD basis

As for the spin multiplicity: 1. The calculation puts the HOMO-LUMO gap at 11.93 eV. As for the SMILES: CCC.CC.

CARTESIAN COORDINATES (ANGSTROEM)
1 C 1.347 0.232 -1.529
2 C 1.525 1.013 -0.193
3 C 2.657 0.395 0.621
4 H 0.663 0.810 -2.146
5 H 0.778 -0.677 -1.426
6 H 2.197 0.037 -2.084
7 H 1.889 2.137 -0.328
8 H 0.553 1.032 0.267
9 H 3.530 1.097 0.905
10 H 2.344 0.164 1.564
11 H 3.155 -0.446 0.201
12 C -3.196 -0.957 0.058
13 C -1.997 -0.550 0.958
14 H -3.429 -2.053 0.155
15 H -3.991 -0.265 0.374
16 H -2.867 -0.991 -0.999
17 H -1.852 0.533 0.671
18 H -1.159 -1.195 0.859
19 H -2.147 -0.313 2.073


Entry two
C5H14 | the ωB97M-V functional and the def2-TZVPD basis

As for the spin multiplicity: 1. The calculation puts the HOMO-LUMO gap at 12.38 eV. As for the SMILES: CCC.CC.

CARTESIAN COORDINATES (ANGSTROEM)
1 C -2.132 1.305 -0.758
2 C -0.741 1.491 -0.178
3 C -0.604 2.680 0.743
4 H -2.167 0.445 -1.427
5 H -2.858 1.125 0.036
6 H -2.466 2.212 -1.273
7 H 0.004 1.539 -0.971
8 H -0.534 0.586 0.400
9 H 0.320 2.574 1.315
10 H -1.479 2.775 1.394
11 H -0.466 3.599 0.171
12 C 1.575 -1.843 -0.154
13 C 1.654 -3.270 0.332
14 H 0.898 -1.665 -0.991
15 H 1.341 -1.095 0.599
16 H 2.523 -1.531 -0.604
17 H 0.709 -3.652 0.711
18 H 2.408 -3.350 1.121
19 H 2.016 -3.924 -0.466


Most stable to least stable, the ends of the list are entry two and entry one.


Entry one
C5H14 | the ωB97M-V functional and the def2-TZVPD basis

As for the spin multiplicity: 1. The calculation puts the HOMO-LUMO gap at 11.35 eV. As for the SMILES: CCC.CC.

CARTESIAN COORDINATES (ANGSTROEM)
1 C -1.096 1.325 -0.919
2 C 0.396 1.724 -1.266
3 C 1.473 0.910 -0.600
4 H -0.884 1.718 0.220
5 H -1.863 1.864 -1.401
6 H -1.192 0.285 -0.884
7 H 0.758 2.802 -0.887
8 H 0.608 1.864 -2.347
9 H 2.511 1.378 -0.859
10 H 1.895 0.035 -1.201
11 H 1.269 0.541 0.391
12 C -1.020 -1.726 0.732
13 C 0.127 -1.927 1.722
14 H -0.844 -0.711 0.204
15 H -1.240 -2.555 0.056
16 H -2.098 -1.648 1.105
17 H 0.520 -2.964 1.510
18 H -0.248 -1.734 2.755
19 H 0.927 -1.182 1.670


Entry two
C5H14 | the ωB97M-V functional and the def2-TZVPD basis

As for the spin multiplicity: 1. The calculation puts the HOMO-LUMO gap at 12.13 eV. As for the SMILES: CCC.CC.

CARTESIAN COORDINATES (ANGSTROEM)
1 C -1.982 -1.756 -0.525
2 C -1.493 -0.565 0.185
3 C -1.306 0.794 -0.633
4 H -1.210 -2.407 -1.022
5 H -2.305 -2.459 0.232
6 H -2.754 -1.554 -1.237
7 H -2.074 -0.243 1.024
8 H -0.439 -0.682 0.395
9 H -1.078 1.664 0.007
10 H -0.621 0.820 -1.471
11 H -2.197 1.054 -1.138
12 C 2.541 0.636 1.193
13 C 2.061 0.854 -0.267
14 H 1.774 0.232 1.975
15 H 3.261 -0.146 1.299
16 H 2.798 1.511 1.819
17 H 1.166 1.266 -0.085
18 H 1.846 -0.187 -0.707
19 H 2.906 1.354 -0.809


Entry three
C5H14 | the ωB97M-V functional and the def2-TZVPD basis

As for the spin multiplicity: 1. The calculation puts the HOMO-LUMO gap at 12.43 eV. As for the SMILES: CCC.CC.

CARTESIAN COORDINATES (ANGSTROEM)
1 C 0.091 2.641 0.411
2 C -0.172 1.425 -0.467
3 C -1.203 1.722 -1.559
4 H 0.515 3.474 -0.149
5 H 0.713 2.453 1.278
6 H -0.858 2.925 0.879
7 H 0.741 1.043 -0.936
8 H -0.487 0.634 0.186
9 H -2.201 1.374 -1.288
10 H -1.252 2.802 -1.717
11 H -0.977 1.299 -2.537
12 C 0.221 -2.109 0.554
13 C 1.040 -3.333 0.931
14 H -0.828 -2.257 0.813
15 H 0.549 -1.210 1.074
16 H 0.259 -1.865 -0.505
17 H 0.691 -3.768 1.865
18 H 2.122 -3.189 1.047
19 H 1.037 -4.060 0.119


Most stable to least stable, the ends of the list are entry three and entry one.